# 1
# C30H48N2O8

A cluster of 3 separate species, C30H48N2O8 in total (ωB97M-V/def2-TZVPD, the OMol25 dataset).

```
88
Properties=species:S:1:pos:R:3:forces:R:3:mulliken_charge:R:1
C -3.231654 -1.635278 -3.919371 -1.1 0.3 -0.7 -1.1103
C -2.865630 -1.599289 -5.455666 -0.4 -1.0 0.9 -0.9049
C -1.370109 -1.995719 -5.803030 -1.4 -0.9 -2.9 1.3632
C -1.450613 -2.829187 -7.178879 1.1 -1.2 0.3 -1.6074
C -1.520305 -4.374542 -6.852291 -0.6 -2.4 0.4 0.9233
C -2.648838 -4.978126 -6.109254 1.2 -1.4 -0.4 -0.0892
C -2.695732 -6.408453 -5.767154 1.4 0.6 -0.9 -0.6601
C -1.631898 -7.323231 -6.166142 0.4 2.9 -0.8 -0.4618
C -0.514399 -6.741373 -6.933659 -1.6 0.7 0.7 -0.5173
C -0.455089 -5.309550 -7.273209 -1.5 -0.6 1.0 -0.3756
O -0.762197 -2.868094 -4.836514 1.1 1.8 0.5 -0.3269
C 0.632852 -2.842002 -4.868606 1.0 -0.3 0.3 0.1229
O 1.324239 -3.004491 -5.833735 -0.9 0.2 0.2 -0.4400
O -0.588157 -0.828342 -6.112993 0.2 -0.1 1.8 -0.3782
C -0.660008 0.163072 -5.128541 -0.8 1.3 0.8 -0.1727
O -1.369452 1.118174 -5.324796 0.5 -0.7 -0.1 -0.4983
C 0.166412 0.155346 -3.812191 2.4 -0.5 1.3 0.7801
C -0.339643 -0.159422 -2.484772 1.3 0.4 0.3 0.1340
C 0.509706 -0.124626 -1.274528 1.0 0.5 -2.3 -0.6157
C 1.929078 0.232935 -1.397406 -2.3 -0.1 -1.9 -0.5389
C 2.436959 0.577656 -2.733426 -1.5 -0.5 0.5 -0.5742
C 1.587965 0.538375 -3.920183 -0.8 -0.6 1.9 -0.2425
H -4.334372 -1.882101 -3.859166 1.1 0.3 0.0 0.4268
H -3.132054 -0.597769 -3.513919 0.1 -1.0 0.0 0.2958
H -2.706030 -2.423201 -3.328644 -0.1 0.9 -0.6 0.2213
H -3.165265 -0.608209 -5.900871 0.8 -1.0 0.4 0.4044
H -3.523314 -2.353093 -5.975339 0.8 0.8 0.6 0.5522
H -0.483395 -2.707013 -7.747413 -1.1 0.2 0.6 0.3872
H -2.316800 -2.522189 -7.814954 0.8 -0.1 0.6 0.3855
H -3.532329 -4.382592 -5.763761 1.1 -0.5 -0.4 0.1969
H -3.557846 -6.813305 -5.175041 0.9 0.6 -0.7 0.3187
H -1.636530 -8.406918 -5.895584 -0.1 1.2 -0.3 0.3461
H 0.289261 -7.459359 -7.238576 -0.7 1.1 0.2 0.3058
H 0.414463 -4.923262 -7.866685 -1.0 -0.4 0.7 0.2751
H 1.147673 -2.663017 -3.876691 -1.2 -0.3 -0.5 0.4182
H -1.405600 -0.428002 -2.327533 1.0 0.2 -0.3 0.0769
H 0.056534 -0.370070 -0.280119 0.5 0.4 -1.2 0.3754
H 2.533496 0.260112 -0.464078 -0.3 0.0 -1.1 0.4482
H 3.508300 0.875373 -2.821628 -1.1 -0.3 -0.1 0.3407
H 2.009282 0.806210 -4.913849 -0.3 -0.3 0.9 0.4019
C -3.836535 4.823846 1.471294 0.3 0.1 0.0 -0.7292
O -2.992928 4.755967 2.609414 -0.4 -0.1 -0.1 -0.3424
C -3.605810 4.116599 3.727927 0.5 0.0 0.3 -0.8768
C -2.926310 2.784330 4.017752 -0.2 0.1 -0.4 0.1047
N -3.222169 1.802369 2.977296 0.1 0.0 0.2 -0.3489
C -2.407530 0.590192 3.062763 -0.1 0.1 -0.3 -0.8424
C -0.896857 0.740637 2.849580 -0.1 -0.4 0.1 0.2504
O -0.536253 1.114047 1.526413 0.0 0.2 0.3 -0.2709
C -0.551211 2.510734 1.279253 0.0 -0.1 -0.4 -0.6388
H -3.340421 5.442670 0.722637 0.0 0.0 0.1 0.2381
H -4.002187 3.831202 1.043389 -0.2 0.0 0.0 0.3058
H -4.794761 5.288260 1.721204 0.0 -0.1 0.0 0.3417
H -4.684290 3.991332 3.591179 0.1 -0.1 -0.2 0.4097
H -3.455737 4.776040 4.587906 0.0 0.0 0.0 0.4024
H -3.278488 2.403188 4.981413 0.0 0.0 0.0 0.4294
H -1.848133 2.971583 4.093492 0.0 0.1 0.2 -0.0872
H -3.065058 2.225913 2.070749 0.0 0.0 0.1 0.0826
H -2.786332 -0.094969 2.298602 0.1 0.0 0.0 0.3427
H -2.586946 0.110538 4.031053 0.1 0.1 0.0 0.4365
H -0.451471 -0.246156 3.010075 0.0 0.0 0.0 0.3577
H -0.430008 1.402675 3.585916 0.0 0.1 -0.1 -0.2917
H -0.296492 3.095332 2.167039 -0.1 -0.1 0.0 0.2034
H -1.525035 2.818224 0.889314 0.0 0.2 0.1 0.2208
H 0.186055 2.724200 0.502702 0.0 -0.1 0.0 0.3353
C 1.213176 2.443482 6.044372 -0.1 -0.2 -0.2 -1.0197
O 1.828266 2.088912 4.816240 -0.1 0.3 0.3 -0.1618
C 2.816811 3.027799 4.392460 0.2 -0.3 -0.5 -0.8858
C 4.205297 2.405274 4.459200 -0.3 0.0 0.4 -0.2518
N 4.629037 2.205446 5.842759 0.1 0.0 -0.2 -0.3223
C 5.836859 1.390500 5.978299 -0.2 0.0 0.2 -0.6689
C 5.756342 -0.071961 5.524380 0.4 0.1 0.2 -0.4818
O 4.900648 -0.876394 6.322079 0.0 0.1 -0.4 -0.4366
C 3.535057 -0.849314 5.943352 0.0 -0.2 0.3 -0.5242
H 0.386093 1.752719 6.217082 0.1 0.0 -0.1 0.2201
H 1.915739 2.354648 6.877343 0.0 0.2 0.1 0.4315
H 0.809645 3.459411 6.001573 0.0 0.0 0.1 0.4119
H 2.770796 3.960287 4.963161 0.0 -0.1 0.1 0.4216
H 2.595128 3.267764 3.348152 0.0 0.0 0.0 0.3796
H 4.919396 3.064919 3.956784 0.0 0.0 0.0 0.4044
H 4.169288 1.455213 3.912731 0.0 0.1 -0.2 0.1699
H 3.881877 1.750551 6.353235 0.0 0.1 0.0 0.0819
H 6.099452 1.396051 7.039868 0.1 -0.1 -0.1 0.3727
H 6.658367 1.885157 5.449104 -0.1 0.0 -0.1 0.3930
H 6.756889 -0.498613 5.641976 0.0 0.0 0.0 0.3524
H 5.510929 -0.171061 4.461305 -0.2 0.0 0.0 0.3429
H 3.401295 -0.702533 4.868355 0.0 0.1 0.0 0.2739
H 3.000168 -0.075211 6.500491 -0.1 0.1 -0.2 0.1364
H 3.089389 -1.807230 6.217539 0.1 0.0 0.0 0.3413
```
Positions in Å, forces in eV/Å.

LUMO level	0.0205	Ha
E_HOMO	-8.8	eV
orbital gap	0.34398	Ha
largest force on an atom	0.065	hartree/bohr
total charge	0
DFT total energy	-51242.615	eV

---

# 2
# C30H48N5P2Sn

A structure of composition C30H48N5P2Sn (ωB97M-V/def2-TZVPD, the OMol25 dataset).

```
86
Properties=species:S:1:pos:R:3:forces:R:3:mulliken_charge:R:1
Sn -0.145771 0.017466 -0.707450 0.1 0.0 0.0 0.5715
C -4.805622 1.574909 -0.794361 0.0 0.0 0.0 -1.5765
C -3.711919 0.527314 -1.015171 0.1 -0.1 0.0 0.7325
C -3.012157 0.763824 -2.356081 0.0 0.0 0.0 -1.4602
P -2.492764 0.442760 0.370979 -0.1 0.0 0.0 0.7979
C -3.089931 -0.726586 1.663225 0.0 0.0 0.0 0.5840
C -4.469400 -0.420666 2.257160 0.0 0.0 -0.1 -1.5135
C -2.040303 -0.890107 2.759652 0.1 0.0 -0.1 -1.1564
C -2.189403 2.073428 1.085235 0.1 0.1 0.0 0.4930
C -3.177459 2.708684 1.818559 0.0 -0.1 0.0 -0.9080
C -2.926473 3.910708 2.483117 0.0 0.0 0.0 -1.0775
C -1.658349 4.476278 2.442832 0.0 0.0 0.0 -1.0170
C -0.666742 3.892355 1.682292 0.0 0.0 -0.1 -0.2222
C -0.921630 2.719167 0.935096 0.0 -0.1 0.1 -0.0393
N 0.025832 2.149090 0.136616 -0.1 0.0 0.0 0.2801
C 1.085873 2.879165 -0.384833 0.0 0.1 0.0 -0.0469
C 0.963913 4.215018 -0.800268 -0.1 0.0 0.1 -0.3737
C 2.047867 4.874824 -1.346246 0.0 0.0 0.0 -0.9542
C 3.266655 4.223784 -1.500947 0.0 0.0 0.0 -0.8877
C 3.386540 2.886082 -1.145971 0.0 0.0 0.0 -0.9714
C 2.304668 2.201717 -0.607233 0.1 -0.1 0.0 0.4511
P 2.393575 0.452751 -0.221319 -0.1 0.0 -0.1 0.5438
C 3.451333 -0.437189 -1.430783 -0.1 -0.1 0.1 1.3668
C 3.069496 -0.077336 -2.867191 0.0 0.0 0.0 -1.5854
C 4.956121 -0.353859 -1.159789 0.1 0.1 0.0 -1.4945
C 2.942648 0.202037 1.516514 0.0 -0.1 0.0 0.7453
C 4.069417 1.176786 1.876458 0.0 0.0 0.0 -1.5016
C 1.769244 0.340126 2.485200 0.0 0.0 0.0 -1.4349
H -5.527466 1.485629 -1.605910 0.0 0.0 0.0 0.5231
H -4.396446 2.584641 -0.823428 0.0 0.0 0.0 0.3491
H -5.351314 1.442703 0.136610 0.0 0.0 0.0 0.3346
H -4.161825 -0.472700 -1.011837 0.0 0.0 0.0 0.5478
H -2.432395 1.691938 -2.347618 0.0 0.0 0.0 0.3053
H -3.758411 0.861299 -3.144205 0.0 0.0 0.0 0.5866
H -2.355649 -0.065576 -2.639469 0.0 0.0 0.0 0.2151
H -3.188000 -1.654263 1.092108 0.0 0.0 0.0 0.4038
H -4.443015 0.435024 2.927622 0.0 0.0 0.0 0.3780
H -4.765041 -1.282398 2.855950 0.0 0.0 0.0 0.4712
H -5.239908 -0.277698 1.502231 0.0 0.0 0.0 0.3325
H -1.899050 0.043492 3.306236 0.0 0.0 0.0 0.3088
H -1.069099 -1.207561 2.367394 0.0 0.0 0.0 -0.0127
H -2.369699 -1.642535 3.475016 0.0 0.0 0.0 0.5725
H -4.162179 2.275453 1.897160 0.0 0.0 0.0 0.4629
H -3.714950 4.376071 3.058487 0.0 0.0 0.0 0.5001
H -1.443812 5.373381 3.006576 0.0 0.0 0.0 0.4872
H 0.327928 4.313476 1.685630 0.0 0.0 -0.1 0.6724
H 0.007655 4.714065 -0.731328 0.0 0.0 0.0 0.6734
H 1.941056 5.902633 -1.664535 0.0 0.0 0.0 0.4778
H 4.114606 4.747486 -1.919944 0.0 0.0 0.0 0.5350
H 4.331555 2.381178 -1.295277 0.0 0.1 0.0 0.3217
H 3.163258 -1.478466 -1.251563 0.0 -0.1 0.0 -0.2453
H 3.330389 0.950872 -3.107130 0.0 0.0 0.0 0.3390
H 2.002342 -0.211165 -3.068882 0.0 0.0 0.0 0.3810
H 3.615973 -0.727137 -3.550866 0.0 0.0 0.0 0.4932
H 5.368730 0.618820 -1.425386 0.0 0.0 0.0 0.2961
H 5.455002 -1.095764 -1.783613 0.0 0.0 0.0 0.4760
H 5.210485 -0.579393 -0.125421 0.0 0.0 0.0 0.4580
H 3.319775 -0.828269 1.531425 0.0 0.0 0.0 0.7202
H 3.723561 2.209241 1.828503 0.0 0.0 0.0 0.3341
H 4.946015 1.077996 1.237509 0.0 0.0 0.0 0.3722
H 4.383199 0.976054 2.900828 0.0 0.0 0.0 0.5018
H 1.364979 1.353630 2.476341 0.0 0.0 0.0 0.2710
H 2.107011 0.130314 3.499434 0.0 0.0 0.0 0.5537
H 0.959480 -0.360837 2.260131 0.0 0.0 0.0 0.1691
C 0.930819 -2.933575 0.281196 0.1 0.0 -0.1 -0.8369
N 0.998145 -4.352319 0.096330 0.0 0.0 0.0 0.2205
C -0.322861 -4.940612 0.345409 0.0 0.0 0.1 -0.7314
N -1.314287 -4.395190 -0.588316 0.0 0.1 0.0 0.1747
C -1.391795 -2.976207 -0.409268 0.0 0.0 0.2 -0.4670
N -0.064038 -2.296526 -0.669585 -0.1 0.0 -0.1 0.4269
C 0.334546 -2.694906 -2.088728 0.0 0.0 0.0 -0.9345
N 0.416634 -4.113798 -2.237126 0.0 0.0 0.0 0.1778
C 1.394414 -4.651101 -1.285437 0.0 0.0 0.0 -0.7485
C -0.896955 -4.702693 -1.958516 0.0 -0.1 -0.1 -0.6897
H 1.912569 -2.490694 0.090913 -0.1 0.0 0.0 0.3334
H 0.619607 -2.699386 1.301237 0.0 0.0 0.0 0.1699
H -0.628953 -4.728199 1.371243 0.0 0.0 0.0 0.3273
H -0.263834 -6.019879 0.218295 0.0 0.0 0.0 0.3559
H -1.665021 -2.759116 0.625945 0.0 0.0 -0.1 0.0302
H -2.127262 -2.545805 -1.093634 -0.1 0.0 0.0 0.1335
H 1.296553 -2.235747 -2.307094 0.1 0.0 0.0 0.4488
H -0.414964 -2.287494 -2.773924 0.0 0.0 0.0 0.2855
H 2.377052 -4.218754 -1.485904 0.0 0.0 0.0 0.3264
H 1.461788 -5.729870 -1.411666 0.0 0.0 0.0 0.3553
H -0.841443 -5.782683 -2.081520 0.0 0.0 0.0 0.3848
H -1.630710 -4.309644 -2.663928 0.0 0.0 0.0 0.3455
```
Positions in Å, forces in eV/Å.

LUMO level (spin up / spin down)	-0.4089 / -0.4068	Ha
E_HOMO (spin up / spin down)	-16.8 / -16.8	eV
orbital gap (spin up / spin down)	0.20831 / 0.21055	Ha
largest force on an atom	0.004	hartree/bohr
total charge	+3
DFT total energy	-63722.748	eV

---

# 3
# C30H49BBrN10O4S2

A cluster of 11 separate species, C30H49BBrN10O4S2 in total (ωB97M-V/def2-TZVPD, the OMol25 dataset).

```
97
Properties=species:S:1:pos:R:3:forces:R:3:mulliken_charge:R:1
C -2.662948 -1.282550 2.103392 -0.2 0.1 -0.2 -0.3504
C -1.997477 -0.317230 3.286104 -0.1 -0.1 -0.6 -0.4175
C -0.713545 0.517495 2.647912 -1.4 -1.6 -1.4 0.1558
Br -0.628250 2.297507 3.600418 -0.1 -0.5 -0.7 -0.2434
B 0.710631 -0.334598 2.740404 -0.7 0.4 0.5 0.1697
S 2.208842 0.790188 2.938733 1.9 0.8 -0.8 -0.2439
C 3.652263 -0.044748 2.011157 -0.1 -0.1 -0.3 0.0467
C 4.288771 1.055885 0.976165 3.8 4.1 3.1 0.3728
O 5.091532 2.003440 1.525929 -4.9 -5.6 -3.9 -0.6126
O 4.040558 1.151174 -0.470748 1.0 -2.1 2.5 -0.2729
C 4.350286 -0.102216 -1.177211 -0.1 -1.0 -1.5 -0.4504
C 5.952271 -0.421991 -1.348803 0.1 2.1 0.2 0.7019
C 6.842305 0.914224 -1.775569 0.6 -1.0 -0.2 -0.9648
O 6.073346 -1.360576 -2.513561 0.5 -3.0 3.0 -0.3321
C 6.461104 -2.704456 -2.053663 6.3 -1.2 -2.0 0.4381
O 7.715065 -3.109762 -2.376954 -8.1 2.5 2.0 -0.5674
C 5.509087 -3.763294 -1.234208 1.2 -0.5 -1.8 -0.4026
S 5.171415 -3.285358 0.545015 0.1 0.2 -0.2 -0.1839
H -3.808418 -1.024356 1.903580 2.4 -0.5 0.6 0.2467
H -2.110857 -1.096081 1.080455 -1.0 -0.4 2.0 -0.2064
H -2.577893 -2.421795 2.357122 -0.1 2.3 -0.5 0.1754
H -1.633907 -0.986774 4.193365 -0.8 1.5 -2.0 0.2376
H -2.839185 0.418934 3.631029 1.6 -1.3 -0.5 0.3316
H -0.911981 0.700082 1.485957 0.1 0.2 3.0 -0.1019
H 0.879107 -0.953037 1.750255 0.0 -0.5 -0.9 -0.2474
H 0.690489 -1.066236 3.669389 0.1 0.1 0.5 -0.1567
H 3.198270 -0.999495 1.508597 1.1 1.8 0.8 -0.0967
H 4.453677 -0.282261 2.854006 -1.4 0.5 -2.3 0.2550
H 3.917776 0.018947 -2.281940 1.0 -0.1 2.4 0.2614
H 3.838323 -1.056812 -0.730627 0.9 2.0 -0.5 0.1197
H 6.450680 -0.846523 -0.374003 -1.2 0.6 -2.0 -0.0567
H 7.957935 0.686188 -1.421681 -2.4 0.6 -0.7 0.2754
H 6.458041 1.898702 -1.266928 0.6 -2.1 -1.0 0.2232
H 6.879345 0.987316 -2.960221 -0.3 0.0 2.7 0.2742
H 6.056800 -4.822970 -1.237500 -1.0 2.7 -0.2 0.3044
H 4.526122 -3.914845 -1.880577 1.7 0.7 1.9 0.3163
H 6.329128 -2.694206 1.075208 -0.8 -0.8 -1.2 0.1575
C 1.611041 -4.822750 3.301585 0.2 0.0 0.2 -1.0431
C 0.565074 -3.786635 3.277226 -1.0 0.7 0.0 0.5410
N -0.261335 -2.967984 3.257895 1.0 -2.2 0.0 -0.3196
H 2.267922 -4.755154 2.427898 -0.3 0.1 0.1 0.2164
H 2.245145 -4.736680 4.190386 -0.2 0.2 -0.1 0.3382
H 1.182153 -5.830479 3.306588 0.0 0.4 0.0 0.2998
C -2.382977 4.327459 0.371915 -0.1 0.2 0.0 -0.3333
C -1.812558 2.995367 0.110523 0.5 -1.1 -0.1 0.4199
N -1.361948 1.942844 -0.096024 -0.9 1.8 -0.2 -0.5408
H -3.464329 4.278976 0.538406 0.2 -0.2 0.0 0.0265
H -1.939475 4.790336 1.259899 0.1 -0.3 -0.1 0.2274
H -2.215245 5.011079 -0.467143 0.1 -0.3 0.0 0.0314
C -1.442937 -7.122114 0.900768 -0.3 -0.4 0.5 -0.7414
C 0.021178 -7.025234 1.023882 1.0 0.0 0.0 0.4560
N 1.177973 -6.948605 1.121178 -1.8 -0.2 -0.3 -0.4840
H -1.907895 -6.134362 0.813862 0.5 -0.5 0.1 0.3545
H -1.737408 -7.697115 0.016390 0.3 0.1 0.1 0.2896
H -1.890309 -7.614780 1.770611 0.4 -0.1 0.0 0.3031
C -1.457712 -2.617204 -1.877909 0.0 0.4 0.0 -0.6805
C -1.718022 -3.752485 -0.977050 -0.2 -0.9 0.7 0.4318
N -1.923609 -4.649486 -0.265262 0.1 2.4 -1.8 -0.5199
H -0.417490 -2.602507 -2.220130 -0.2 -0.2 0.2 0.2453
H -2.091288 -2.655415 -2.770425 0.2 -0.2 0.4 0.1550
H -1.649848 -1.657892 -1.385677 0.0 -0.3 0.2 0.1704
C -6.395771 1.897529 -0.269242 -0.1 -0.2 -0.1 -0.5738
C -5.967185 2.832539 0.784438 0.4 0.7 0.9 0.3629
N -5.628633 3.571338 1.616949 -0.6 -1.2 -1.4 -0.4607
H -7.222393 2.305570 -0.860504 0.3 0.1 0.3 0.0595
H -5.581042 1.671379 -0.965328 0.0 0.2 0.2 0.2767
H -6.737119 0.944899 0.149644 0.2 0.2 0.2 0.3075
C 6.243024 5.096601 -2.847787 0.0 0.2 0.2 -0.7216
C 6.459652 3.950674 -3.746730 0.2 -1.0 -0.8 0.4401
N 6.630866 3.045321 -4.457038 -0.3 1.6 1.1 -0.4511
H 6.531364 6.041615 -3.320229 0.0 -0.3 -0.1 0.3186
H 5.191482 5.188624 -2.555801 0.2 -0.2 -0.1 0.1679
H 6.827678 5.004056 -1.926320 -0.1 -0.2 -0.2 0.2721
C -9.967441 2.528378 -3.491053 -0.3 0.0 0.0 -0.7705
C -8.503326 2.625257 -3.367939 1.3 0.1 0.1 0.4007
N -7.346531 2.701886 -3.270644 -2.0 -0.1 -0.2 -0.3948
H -10.432399 3.516130 -3.577959 0.3 -0.1 0.0 0.2613
H -10.261912 1.953377 -4.375431 0.3 0.1 0.1 0.2682
H -10.414813 2.035712 -2.621211 0.3 0.1 -0.1 0.2751
C 0.865297 5.678886 -2.235848 0.2 -0.1 0.0 -0.7297
C -0.442811 6.351397 -2.166873 -1.1 0.6 0.0 0.3540
N -1.476319 6.882810 -2.112322 1.7 -0.9 -0.1 -0.4446
H 1.516762 5.975165 -1.406870 -0.3 0.0 -0.1 0.2582
H 0.762806 4.589328 -2.193144 -0.2 0.2 0.1 0.2818
H 1.394529 5.917839 -3.164450 -0.3 0.1 0.1 0.3051
C -2.397636 3.833157 6.128402 -0.1 0.0 0.0 -0.2569
C -1.969051 4.768167 7.182082 0.3 0.8 0.9 0.2798
N -1.630498 5.506966 8.014594 -0.5 -1.1 -1.3 -0.4203
H -3.224259 4.241198 5.537140 0.2 0.1 0.2 0.2616
H -1.582907 3.607007 5.432315 -0.1 0.1 0.4 -0.2381
H -2.738985 2.880527 6.547287 0.2 0.2 0.1 0.2721
C -4.099243 -4.641816 -4.518600 -0.2 0.0 0.0 -0.8471
C -2.635128 -4.544937 -4.395487 1.3 -0.1 0.0 0.4145
N -1.478332 -4.468308 -4.298190 -2.0 -0.2 -0.3 -0.3936
H -4.564201 -3.654064 -4.605506 0.3 -0.1 0.0 0.2758
H -4.393714 -5.216817 -5.402978 0.3 0.1 0.1 0.3179
H -4.546615 -5.134482 -3.648757 0.3 0.1 -0.1 0.2722
```
Positions in Å, forces in eV/Å.

LUMO level	0.0514	Ha
E_HOMO	-4.0	eV
orbital gap	0.19747	Ha
largest force on an atom	0.169	hartree/bohr
total charge	-1
DFT total energy	-147376.364	eV